Entry 1:
{"formula": "C25H71Cl2F3GaN26O18S", "method": "ωB97M-V/def2-TZVPD", "total_charge": -1, "max_force_ha_per_bohr": 0.09377, "gap_ha": 0.236, "total_energy_ha": -7316.6392, "species": ["C", "C", "O", "O", "C", "C", "C", "C", "Ga", "C", "O", "C", "F", "F", "F", "C", "Cl", "C", "C", "Cl", "S", "C", "O", "O", "H", "H", "H", "H", "H", "H", "H", "H", "H", "H", "H", "H", "H", "H", "H", "H", "H", "H", "H", "C", "O", "N", "N", "H", "H", "H", "H", "C", "O", "N", "N", "H", "H", "H", "H", "C", "O", "N", "N", "H", "H", "H", "H", "C", "O", "N", "N", "H", "H", "H", "H", "C", "O", "N", "N", "H", "H", "H", "H", "C", "O", "N", "N", "H", "H", "H", "H", "C", "O", "N", "N", "H", "H", "H", "H", "C", "O", "N", "N", "H", "H", "H", "H", "C", "O", "N", "N", "H", "H", "H", "H", "C", "O", "N", "N", "H", "H", "H", "H", "C", "O", "N", "N", "H", "H", "H", "H", "C", "O", "N", "N", "H", "H", "H", "H", "C", "O", "N", "N", "H", "H", "H", "H"], "positions_angstrom": [[0.441, -6.711, 7.600], [0.990, -5.273, 7.185], [2.224, -5.185, 6.936], [0.224, -4.086, 7.080], [-0.746, -4.150, 6.006], [-0.177, -4.632, 4.593], [0.878, -3.636, 3.890], [1.153, -2.263, 4.667], [2.482, -1.033, 3.631], [4.271, -1.996, 3.186], [4.264, -3.429, 3.505], [4.814, -4.182, 2.459], [4.849, -5.542, 2.888], [4.046, -4.172, 1.273], [6.166, -3.773, 2.212], [1.649, -0.255, 1.912], [2.838, 0.123, 0.531], [0.266, 0.035, 1.716], [-0.813, -0.222, 2.863], [-0.296, 0.706, 0.114], [3.082, 0.647, 5.165], [2.483, 2.325, 4.625], [2.518, 0.278, 6.534], [4.612, 0.676, 5.311], [-0.687, -6.786, 7.467], [0.988, -7.468, 6.924], [0.788, -6.929, 8.675], [-1.575, -4.905, 6.300], [-1.303, -3.162, 5.824], [0.272, -5.687, 4.594], [-1.088, -4.692, 3.882], [1.818, -4.245, 3.667], [0.448, -3.343, 2.856], [0.216, -1.707, 5.009], [1.719, -2.537, 5.637], [4.475, -1.818, 2.076], [5.159, -1.541, 3.770], [-1.728, 0.458, 2.701], [-1.145, -1.317, 2.818], [-0.354, 0.079, 3.861], [1.375, 2.383, 4.918], [2.631, 2.505, 3.507], [3.059, 3.154, 5.175], [-4.300, 0.543, -0.351], [-3.643, -0.483, -0.219], [-5.651, 0.542, -0.407], [-3.727, 1.767, -0.452], [-6.209, 1.372, -0.515], [-6.111, -0.347, -0.336], [-2.720, 1.807, -0.413], [-4.246, 2.619, -0.560], [-3.532, 2.438, 4.383], [-2.883, 1.412, 4.521], [-4.885, 2.445, 4.315], [-2.950, 3.663, 4.285], [-5.435, 3.276, 4.202], [-5.353, 1.556, 4.384], [-1.945, 3.698, 4.331], [-3.463, 4.518, 4.170], [3.444, 3.966, -0.937], [3.434, 4.034, 0.284], [4.435, 4.501, -1.688], [2.472, 3.352, -1.644], [4.462, 4.455, -2.691], [5.182, 4.969, -1.199], [1.715, 2.939, -1.121], [2.466, 3.286, -2.645], [4.255, 0.748, -3.906], [4.514, 1.900, -3.574], [4.044, 0.390, -5.198], [4.156, -0.262, -3.016], [3.830, -0.547, -5.491], [4.109, 1.117, -5.891], [4.306, -0.034, -2.044], [3.944, -1.211, -3.267], [6.206, -2.561, -6.611], [5.442, -2.814, -5.692], [6.457, -3.437, -7.616], [6.868, -1.383, -6.708], [7.080, -3.249, -8.380], [5.983, -4.325, -7.579], [6.707, -0.706, -5.979], [7.498, -1.154, -7.454], [6.241, 5.430, 2.404], [6.827, 5.376, 1.327], [5.072, 4.790, 2.631], [6.717, 6.139, 3.460], [4.578, 4.822, 3.504], [4.687, 4.252, 1.869], [7.586, 6.629, 3.329], [6.254, 6.196, 4.348], [-5.207, -4.397, -0.477], [-5.980, -4.646, 0.440], [-4.952, -5.281, -1.478], [-4.542, -3.225, -0.575], [-4.324, -5.098, -2.238], [-5.429, -6.167, -1.440], [-4.702, -2.541, 0.148], [-3.905, -3.002, -1.319], [-9.035, 2.908, -1.120], [-7.940, 3.078, -0.601], [-10.085, 3.742, -0.901], [-9.294, 1.876, -1.956], [-10.990, 3.621, -1.316], [-9.931, 4.522, -0.284], [-8.535, 1.234, -2.142], [-10.184, 1.718, -2.392], [8.318, 3.787, -3.727], [8.928, 3.734, -4.791], [7.147, 3.141, -3.526], [8.765, 4.497, -2.663], [6.632, 3.172, -2.663], [6.780, 2.602, -4.292], [9.634, 4.992, -2.774], [8.281, 4.553, -1.784], [-7.849, 1.507, 6.245], [-7.230, 1.442, 5.195], [-9.033, 0.872, 6.436], [-7.407, 2.219, 7.311], [-9.557, 0.912, 7.290], [-9.393, 0.333, 5.666], [-6.531, 2.704, 7.207], [-7.900, 2.285, 8.182], [10.248, 4.322, -8.815], [10.679, 4.482, -9.949], [9.152, 4.970, -8.349], [10.826, 3.483, -7.923], [8.784, 4.851, -7.420], [8.691, 5.604, -8.980], [11.644, 2.981, -8.227], [10.485, 3.339, -6.987], [-7.447, -1.318, -2.803], [-7.186, -0.164, -2.471], [-7.652, -1.676, -4.093], [-7.554, -2.331, -1.911], [-7.866, -2.615, -4.388], [-7.581, -0.951, -4.788], [-7.408, -2.108, -0.941], [-7.765, -3.279, -2.166], [-8.235, -4.447, -6.882], [-8.256, -4.380, -5.661], [-7.235, -3.913, -7.626], [-9.210, -5.060, -7.597], [-7.199, -3.957, -8.628], [-6.492, -3.449, -7.130], [-9.970, -5.469, -7.078], [-9.212, -5.126, -8.598]], "mulliken_charge": [-0.854, 0.604, -0.502, -0.322, -0.528, -0.713, -0.089, -0.446, -0.228, -0.593, -0.248, 0.826, -0.279, -0.240, -0.253, 0.045, -0.181, 0.331, -0.363, -0.303, 1.032, -0.733, -0.706, -0.741, 0.253, 0.265, 0.323, 0.286, 0.388, 0.288, 0.307, -0.103, 0.232, 0.368, 0.316, 0.278, 0.213, 0.179, 0.122, 0.059, 0.221, 0.207, 0.260, 0.559, -0.616, -0.063, -0.311, 0.172, -0.048, 0.146, 0.141, 0.724, -0.657, -0.289, -0.386, 0.112, 0.171, 0.215, 0.144, 0.589, -0.697, -0.352, -0.314, 0.186, 0.203, 0.200, 0.152, 0.700, -0.737, -0.425, -0.267, 0.159, 0.223, 0.095, 0.169, 0.630, -0.631, -0.398, -0.325, 0.157, 0.227, 0.188, 0.158, 0.644, -0.675, -0.183, -0.391, 0.128, 0.190, 0.219, 0.157, 0.714, -0.686, -0.409, -0.189, 0.164, 0.217, 0.081, 0.120, 0.619, -0.656, -0.417, -0.275, 0.146, 0.236, 0.261, 0.158, 0.586, -0.695, -0.123, -0.320, 0.142, 0.062, 0.203, 0.163, 0.593, -0.616, -0.432, -0.350, 0.151, 0.221, 0.230, 0.166, 0.570, -0.681, -0.337, -0.333, 0.196, 0.194, 0.187, 0.216, 0.564, -0.751, -0.296, -0.224, 0.191, 0.192, 0.165, 0.160, 0.638, -0.686, -0.375, -0.404, 0.167, 0.224, 0.224, 0.160]}

Entry 2:
{"formula": "C3H6BNO2", "method": "ωB97M-V/def2-TZVPD", "total_charge": 0, "de_lowest_kcal_mol": 51.8, "max_force_ha_per_bohr": 0.09152, "gap_ha": 0.368, "total_energy_ha": -348.0038, "species": ["C", "C", "C", "O", "N", "B", "O", "H", "H", "H", "H", "H", "H"], "positions_angstrom": [[1.847, 1.137, 0.457], [1.961, 0.093, -0.349], [0.887, -1.006, -0.283], [0.765, -2.196, -0.257], [-0.623, -0.161, -0.415], [-1.849, -0.630, 0.086], [-2.881, 0.335, 0.100], [2.555, 1.965, 0.545], [0.979, 1.185, 1.061], [2.682, 0.058, -1.138], [-0.643, 0.668, -1.063], [-2.070, -1.548, 0.581], [-3.610, 0.099, 0.676]], "mulliken_charge": [-0.525, -0.351, 0.583, -0.444, -0.223, 0.199, -0.612, 0.277, 0.285, 0.324, 0.281, -0.099, 0.303]}

Entry 3:
{"formula": "C4H12N2O2", "method": "ωB97M-V/def2-TZVPD", "total_charge": 0, "de_lowest_kcal_mol": 27.5, "max_force_ha_per_bohr": 0.03117, "gap_ha": 0.376, "total_energy_ha": -419.6046, "species": ["C", "C", "N", "C", "C", "N", "O", "H", "H", "H", "H", "H", "H", "H", "H", "H", "H", "O", "H", "H"], "positions_angstrom": [[-2.032, -1.606, 0.792], [-1.445, -0.494, -0.079], [-0.087, -0.117, 0.367], [0.150, 1.334, 0.404], [1.597, 1.496, 0.814], [2.507, 1.445, -0.192], [1.921, 1.617, 1.980], [-1.689, -1.505, 1.810], [-3.119, -1.512, 0.754], [-1.820, -2.614, 0.438], [-1.361, -0.797, -1.117], [-2.068, 0.366, -0.056], [0.075, -0.476, 1.297], [-0.012, 1.725, -0.592], [-0.543, 1.817, 1.080], [2.218, 1.237, -1.131], [3.460, 1.326, 0.105], [0.958, -1.078, -2.531], [1.281, -0.990, -1.618], [0.008, -1.174, -2.524]], "mulliken_charge": [-1.178, -0.099, -0.295, -0.647, 0.416, -0.409, -0.610, 0.399, 0.326, 0.280, 0.018, 0.319, 0.209, 0.380, 0.449, 0.225, 0.233, -0.661, 0.343, 0.302]}